# C36H23N4O2RuS2

C36H23N4O2RuS2 as an isolated structure (ωB97M-V/def2-TZVPD, the Open Molecules 2025 dataset).

The geometry in XYZ format:
```
68
Properties=species:S:1:pos:R:3:forces:R:3:mulliken_spin:R:1
Ru -1.0112 0.2798 -0.0133 0.192 0.503 0.006 0.91
O -2.1221 -0.6389 -1.4080 -0.263 0.151 0.165 0.03
C -2.8857 -1.6645 -1.1739 0.112 -0.062 -0.057 -0.02
C -3.7388 -2.0813 -2.2270 -0.001 0.009 0.017 0.02
C -4.5835 -3.1579 -2.1078 0.001 -0.012 0.013 -0.01
C -4.6239 -3.9025 -0.9242 -0.011 0.001 -0.022 0.02
C -3.7914 -3.5292 0.1082 0.010 0.000 0.012 -0.01
C -2.9167 -2.4360 0.0249 -0.021 0.005 0.017 0.00
C -2.0727 -2.2023 1.1829 0.006 -0.039 0.035 -0.02
N -1.2237 -1.2524 1.2919 -0.162 0.074 0.042 0.00
N -0.4899 -1.1876 2.4688 0.073 0.073 -0.083 0.00
C 0.2674 -0.1140 2.4536 0.047 -0.149 0.001 0.00
O 0.3645 0.7361 1.5102 -0.158 0.148 -0.126 0.01
C 1.1139 0.1213 3.6655 -0.018 -0.010 -0.028 0.00
C 1.9090 1.2601 3.7215 0.008 0.009 -0.003 0.00
C 2.7062 1.5044 4.8309 -0.004 -0.001 0.001 0.00
C 2.7150 0.6121 5.8940 -0.002 0.000 -0.003 0.00
C 1.9197 -0.5265 5.8420 -0.004 0.002 -0.005 0.00
C 1.1224 -0.7707 4.7344 0.004 -0.009 0.015 0.00
H -3.6933 -1.4981 -3.1382 0.002 0.001 -0.001 0.00
H -5.2222 -3.4296 -2.9417 0.001 -0.002 -0.001 0.00
H -5.2877 -4.7517 -0.8210 0.002 -0.001 -0.001 0.00
H -3.7965 -4.0988 1.0328 0.001 -0.002 -0.002 0.00
H -2.1591 -2.8892 2.0241 0.013 -0.016 -0.018 0.00
H 1.8830 1.9411 2.8814 0.004 0.001 0.001 0.00
H 3.3212 2.3957 4.8656 0.000 0.001 -0.001 0.00
H 3.3371 0.8029 6.7609 0.001 0.000 0.000 0.00
H 1.9206 -1.2260 6.6700 0.000 0.000 0.000 0.00
H 0.4946 -1.6491 4.6760 0.002 0.001 0.000 0.00
S -2.5401 1.6688 1.3154 -0.053 -0.219 -0.085 0.07
C -2.2906 3.2622 0.6685 0.031 0.007 0.012 -0.02
C -2.8228 4.3630 1.3426 -0.012 -0.001 -0.005 0.00
C -2.6601 5.6660 0.8856 -0.048 0.030 0.044 -0.01
C -3.2326 6.7533 1.6222 0.046 -0.030 -0.014 0.00
N -3.6960 7.6166 2.2289 -0.016 -0.002 -0.005 0.00
C -1.9308 5.8882 -0.2957 0.050 0.029 -0.040 0.00
C -1.3936 4.8029 -0.9743 -0.019 0.011 -0.012 0.00
C -1.5552 3.4871 -0.5273 -0.194 -0.067 -0.065 0.01
S -0.9096 2.1821 -1.4630 0.327 -0.005 0.206 0.01
C -1.7305 7.2134 -0.8052 -0.052 -0.026 0.047 0.00
N -1.5751 8.2760 -1.2221 0.027 -0.003 -0.019 0.00
H -3.3829 4.1905 2.2528 0.000 -0.001 0.000 0.00
H -0.8266 4.9751 -1.8805 -0.010 -0.007 -0.006 0.00
C 5.6475 -0.5424 -2.8026 -0.001 -0.006 0.002 0.00
C 4.7646 -1.5910 -2.5778 -0.001 0.003 0.001 0.00
C 3.5230 -1.3684 -2.0015 0.007 0.015 0.013 0.00
C 3.1135 -0.0787 -1.6334 -0.017 0.006 -0.005 -0.01
C 4.0276 0.9612 -1.8528 0.004 0.011 -0.015 0.00
C 5.2681 0.7402 -2.4289 -0.005 0.006 -0.002 0.00
C 1.8233 0.2649 -1.0072 -0.007 -0.025 -0.009 -0.01
C 0.6664 -0.4126 -0.9844 0.071 -0.380 -0.046 0.00
C 0.4798 -1.6993 -1.6907 -0.007 -0.027 -0.003 0.00
C 0.3037 -1.7344 -3.0762 -0.014 0.018 0.011 0.00
C 0.0785 -2.9313 -3.7362 0.004 -0.004 -0.001 0.00
C 0.0224 -4.1267 -3.0288 0.001 -0.001 -0.003 0.00
C 0.1854 -4.1041 -1.6504 0.008 0.001 0.002 0.00
C 0.4031 -2.9043 -0.9881 0.024 0.011 -0.016 0.00
H 6.6162 -0.7230 -3.2536 0.000 0.000 0.000 0.00
H 5.0465 -2.6023 -2.8495 0.000 -0.001 -0.001 0.00
H 2.8679 -2.2083 -1.8256 -0.011 -0.011 -0.001 0.00
H 3.7379 1.9658 -1.5658 0.000 -0.001 0.001 0.00
H 5.9420 1.5749 -2.5874 0.000 0.000 0.000 0.00
H 1.8271 1.2349 -0.5186 0.018 0.000 0.027 0.01
H 0.3335 -0.8003 -3.6242 -0.006 0.001 0.003 0.00
H -0.0638 -2.9321 -4.8113 0.002 0.001 0.000 0.00
H -0.1646 -5.0616 -3.5438 -0.002 0.000 -0.001 0.00
H 0.1276 -5.0263 -1.0829 -0.004 0.001 0.004 0.00
H 0.5130 -2.8871 0.0894 0.024 -0.009 0.002 0.00
```
Positions in Å, forces in eV/Å.

Computed properties:
- ⟨S²⟩: 0.757
- E_HOMO (spin up / spin down): -1.64 / -1.75 eV
- Spin multiplicity: 2
- Total charge: -2
- HOMO-LUMO gap (spin up / spin down): 0.224 / 0.228 Eh
- Energy relative to the best compared isomer or geometry (same formula, charge and spin): 0.00 kJ/mol

# C4H7NO

One molecule with the formula C4H7NO at a distorted geometry (ωB97M-V/def2-TZVPD, the Open Molecules 2025 dataset).

The geometry in XYZ format:
```
13
Properties=species:S:1:pos:R:3:forces:R:3:mulliken_charge:R:1
N -0.4490 1.4554 0.8570 -0.204 0.656 -0.013 -0.81
C 0.5239 0.6969 0.0837 -0.322 -0.075 0.235 0.14
C -0.0072 0.0957 -1.2578 -0.080 0.042 -0.198 -0.85
C -0.2127 -1.2409 -0.5343 0.537 -0.477 -0.783 0.01
O -1.0870 -1.0481 0.5294 1.452 0.271 0.760 -0.50
C 0.4338 -0.7118 0.6563 -0.611 -0.295 0.455 -0.54
H -1.2183 0.7769 0.8885 -0.172 0.843 0.151 0.41
H -0.0918 1.4410 1.8175 -0.134 0.393 -0.223 0.25
H 1.4804 1.2444 -0.0013 -0.324 -0.657 0.244 0.40
H -0.8764 0.6127 -1.6706 0.003 -0.293 -0.034 0.30
H 0.7641 -0.0476 -2.0190 0.030 0.380 0.113 0.29
H -0.1237 -2.2316 -0.9451 -0.172 -0.201 -0.305 0.43
H 0.8640 -1.0430 1.5957 -0.004 -0.585 -0.401 0.47
```
Positions in Å, forces in eV/Å.

Computed properties:
- E_HOMO: -9.16 eV
- HOMO-LUMO gap: 0.376 Eh
- Energy relative to the best compared isomer or geometry (same formula, charge and spin): 333.69 kJ/mol
- SMILES: N[C@@H]1C[C@@H]2O[C@H]12